Record 1
6
Properties=species:S:1:pos:R:3:mulliken_charge:R:1 method="wB97M-V/def2-TZVPD" charge=0 gap_ev="7.21 / 6.32" de_lowest_kcal_mol=77.6 e_tot_ev=-7886.035
C -1.397 0.270 -0.027 -0.09
C -0.164 0.252 -0.108 -0.06
C 1.136 0.438 -0.128 0.63
O 2.255 0.632 0.027 -0.18
F 0.524 -2.151 -0.040 -0.70
H -2.353 0.558 0.275 0.41



Record 2
120
Properties=species:S:1:pos:R:3:mulliken_charge:R:1 method="wB97M-V/def2-TZVPD" charge=+2 gap_ev=5.75 de_lowest_kcal_mol=35.0 e_tot_ev=-140538.480
W -1.101 -0.207 0.407 0.57
C 1.542 -2.454 3.537 -1.16
Si 1.786 -1.328 2.064 0.43
C 2.187 -2.561 0.719 -0.98
C 3.223 -0.148 2.188 -1.28
N 0.236 -0.304 1.905 1.15
C -0.106 0.377 3.105 0.63
C 0.646 0.405 4.285 -0.43
C 0.211 1.113 5.394 -1.62
C -0.985 1.814 5.369 -1.03
C -1.736 1.847 4.205 -0.66
C -1.257 1.151 3.115 0.51
O -1.892 1.164 1.862 1.14
C -3.120 1.904 1.727 -0.54
C -4.301 1.197 1.685 0.00
C -5.479 1.921 1.546 -1.13
C -5.445 3.306 1.470 -0.79
C -4.235 3.985 1.542 -0.98
C -3.048 3.280 1.673 -0.11
H 2.317 -3.223 3.480 0.49
H 0.582 -2.972 3.434 0.11
H 1.582 -2.022 4.533 0.47
H 3.263 -2.711 0.857 0.48
H 2.039 -2.293 -0.321 0.07
H 1.723 -3.528 0.909 0.52
H 4.139 -0.743 2.173 0.60
H 3.248 0.463 3.089 0.34
H 3.268 0.522 1.328 0.31
H 1.583 -0.118 4.357 0.55
H 0.820 1.111 6.287 0.49
H -1.329 2.349 6.243 0.47
H -2.659 2.404 4.150 0.59
H -4.304 0.117 1.744 0.61
H -6.424 1.397 1.500 0.54
H -6.366 3.862 1.362 0.49
H -4.213 5.065 1.495 0.50
H -2.096 3.789 1.749 0.50
O -3.957 4.321 -4.659 -0.53
C -3.179 3.576 -4.180 -0.34
O -2.072 2.930 -4.529 -0.45
C -2.659 2.775 -3.077 1.47
C -1.840 3.344 -2.012 -1.87
C -1.462 2.610 -0.962 0.01
N -1.816 1.270 -0.782 1.09
C -2.760 0.780 -1.704 0.71
C -3.189 1.446 -2.779 -0.79
C -3.345 -0.526 -1.304 -0.30
O -4.091 -1.213 -1.922 -0.60
O -2.882 -0.852 -0.061 -0.66
H -1.521 4.375 -2.078 0.62
H -0.851 3.042 -0.192 0.32
H -3.946 0.994 -3.408 0.68
C -2.726 -4.314 4.088 -1.63
C -2.880 -2.797 4.261 1.61
C -2.043 -2.282 5.440 -1.30
C -4.356 -2.405 4.417 -1.70
C -2.378 -2.136 3.042 -0.24
N -2.014 -1.575 2.113 -0.20
H -3.080 -4.801 4.996 0.45
H -1.682 -4.595 3.940 0.33
H -3.318 -4.681 3.250 0.38
H -2.414 -2.747 6.354 0.48
H -2.129 -1.199 5.545 0.24
H -0.991 -2.542 5.326 0.26
H -4.745 -2.885 5.315 0.45
H -4.950 -2.740 3.567 0.40
H -4.470 -1.326 4.530 0.33
C 5.379 4.674 -0.743 -1.63
C 4.246 3.747 -1.071 0.41
C 4.046 3.277 -2.362 -0.71
C 3.015 2.406 -2.689 0.50
C 2.882 2.021 -4.145 -2.04
C 2.141 1.966 -1.676 -0.28
As 0.838 0.671 -2.374 1.81
N 0.259 -0.623 -0.846 0.49
C -0.431 -1.814 -1.248 0.68
C -0.697 -2.777 -0.264 0.61
C -1.506 -3.881 -0.557 -1.34
C -1.973 -4.060 -1.833 -1.07
C -1.688 -3.111 -2.832 -1.06
C -0.959 -1.988 -2.548 -0.44
C 1.999 -0.602 -3.241 1.41
C 1.603 -1.044 -4.514 1.07
C 0.447 -0.474 -5.302 -1.92
C 2.359 -2.024 -5.152 -1.29
C 3.494 -2.566 -4.573 0.65
C 4.289 -3.637 -5.261 -1.60
C 3.899 -2.071 -3.334 -0.97
C 3.194 -1.085 -2.665 0.44
C 3.802 -0.528 -1.404 -1.18
C 2.249 2.528 -0.398 -0.18
C 1.259 2.358 0.720 -1.35
C 3.313 3.379 -0.113 -0.89
H 6.191 4.576 -1.462 0.41
H 5.774 4.477 0.253 0.41
H 5.041 5.712 -0.765 0.32
H 4.715 3.601 -3.152 0.53
H 3.261 2.835 -4.760 0.65
H 1.845 1.859 -4.456 0.20
H 3.446 1.120 -4.394 0.30
H -0.213 -2.717 0.698 0.17
H -1.715 -4.607 0.217 0.59
H -2.564 -4.932 -2.078 0.44
H -2.086 -3.250 -3.828 0.54
H -0.820 -1.233 -3.304 0.52
H -0.167 0.249 -4.764 0.09
H -0.208 -1.269 -5.663 0.50
H 0.827 0.040 -6.187 0.52
H 2.054 -2.359 -6.137 0.42
H 3.923 -3.821 -6.269 0.40
H 4.233 -4.573 -4.702 0.33
H 5.341 -3.360 -5.323 0.37
H 4.811 -2.453 -2.889 0.52
H 4.483 -1.255 -0.964 0.59
H 3.062 -0.253 -0.655 -0.71
H 4.377 0.374 -1.626 0.38
H 0.485 1.630 0.458 -0.17
H 0.778 3.309 0.952 0.93
H 1.722 1.991 1.634 0.98
H 3.397 3.787 0.890 0.57